DFT (ωB97M-V/def2-TZVPD) results for C35H33Cl2N4O4Ti as an isolated structure.

Properties
LUMO energy: 2.16 eV
HOMO-LUMO gap: 0.157 hartree
E: -99144.1325 eV

ORCA input file:
```
! wB97M-V def2-TZVPD RIJCOSX def2/J DEFGRID3
* xyz -1 1
Ti 0.283 -0.135 0.226
C 1.238 3.165 0.631
N 0.675 2.016 1.348
C -0.680 2.376 1.839
C -1.676 2.750 0.739
C -1.513 1.974 -0.575
N -1.332 0.543 -0.418
C -2.583 -0.225 -0.379
C -2.413 -1.651 -0.844
C -3.478 -2.269 -1.495
C -3.442 -3.600 -1.872
C -2.309 -4.354 -1.600
C -1.210 -3.753 -1.011
C -1.250 -2.407 -0.667
O -0.103 -1.832 -0.225
C 1.536 1.737 2.517
C 3.005 1.417 2.216
C 3.285 0.149 1.373
N 2.126 -0.717 1.419
C 2.126 -1.696 2.243
C 0.940 -2.373 2.708
C 1.033 -3.581 3.415
C -0.072 -4.127 4.022
C -1.289 -3.431 3.973
C -1.404 -2.226 3.320
C -0.295 -1.685 2.641
O -0.405 -0.545 2.014
H 1.394 4.002 1.327
H 0.564 3.499 -0.151
H 2.181 2.902 0.170
H -0.579 3.222 2.536
H -1.068 1.520 2.386
H -1.631 3.821 0.512
H -2.664 2.525 1.140
H -0.662 2.360 -1.145
H -2.401 2.159 -1.190
H -3.265 0.249 -1.098
H -4.377 -1.693 -1.675
H -4.306 -4.050 -2.344
H -2.271 -5.404 -1.865
H -0.290 -4.297 -0.837
H 1.074 0.917 3.064
H 1.522 2.620 3.173
H 3.477 1.300 3.196
H 3.493 2.271 1.745
H 4.171 -0.363 1.768
H 3.472 0.418 0.338
H 3.074 -1.985 2.715
H 1.995 -4.081 3.471
H -0.003 -5.073 4.544
H -2.164 -3.851 4.456
H -2.340 -1.678 3.267
Cl 2.145 3.382 -6.310
C 2.002 2.505 -4.810
C 2.950 2.677 -3.818
C 2.813 2.007 -2.618
Cl 4.073 2.261 -1.440
C 1.725 1.145 -2.322
O 1.513 0.713 -1.117
C 0.863 0.898 -3.425
C -0.085 -0.240 -3.492
O 0.056 -1.287 -2.924
C 0.975 1.609 -4.615
H 3.790 3.340 -3.966
H -0.904 -0.098 -4.228
H 0.266 1.413 -5.411
N -3.164 0.017 0.995
C -4.060 -0.697 1.557
C -4.800 -1.854 1.104
C -4.424 -3.178 1.426
C -5.228 -4.252 1.105
C -6.455 -4.074 0.464
C -6.856 -2.774 0.166
C -6.060 -1.689 0.487
H -3.462 -3.353 1.894
H -4.886 -5.255 1.340
H -7.081 -4.921 0.214
H -7.809 -2.605 -0.326
H -6.400 -0.684 0.262
*
```